{"formula": "C40H115N5O15", "method": "ωB97M-V/def2-TZVPD", "de_lowest_kcal_mol": 30.3, "e_lumo_ha": 0.01951, "homo_lumo_gap_ha": 0.3453, "elements": ["C", "C", "C", "O", "C", "N", "H", "H", "H", "H", "H", "H", "H", "H", "H", "H", "H", "C", "C", "C", "O", "C", "N", "H", "H", "H", "H", "H", "H", "H", "H", "H", "H", "H", "C", "C", "C", "O", "C", "N", "H", "H", "H", "H", "H", "H", "H", "H", "H", "H", "H", "C", "C", "C", "O", "C", "N", "H", "H", "H", "H", "H", "H", "H", "H", "H", "H", "H", "C", "C", "C", "O", "C", "N", "H", "H", "H", "H", "H", "H", "H", "H", "H", "H", "H", "C", "C", "O", "H", "H", "H", "H", "H", "H", "C", "C", "O", "H", "H", "H", "H", "H", "H", "C", "C", "O", "H", "H", "H", "H", "H", "H", "C", "C", "O", "H", "H", "H", "H", "H", "H", "C", "C", "O", "H", "H", "H", "H", "H", "H", "C", "C", "O", "H", "H", "H", "H", "H", "H", "C", "C", "O", "H", "H", "H", "H", "H", "H", "C", "C", "O", "H", "H", "H", "H", "H", "H", "C", "C", "O", "H", "H", "H", "H", "H", "H", "C", "C", "O", "H", "H", "H", "H", "H", "H"], "positions_angstrom": [[-0.6123, -2.6340, -0.3137], [-0.1987, -1.1600, -0.3057], [0.6510, -0.7525, 0.8846], [0.5385, 0.6581, 0.9325], [1.1596, 1.2041, 2.0637], [0.4128, -0.8185, -1.5924], [-1.5316, -2.8148, 0.2420], [0.2298, -3.2082, 0.0818], [-0.8283, -2.9554, -1.3334], [-1.1175, -0.5715, -0.1943], [1.7030, -1.0575, 0.8301], [0.1895, -1.1792, 1.7877], [0.8707, 2.2397, 2.2332], [2.2538, 1.1430, 1.9692], [0.8923, 0.6771, 2.9851], [1.0476, -0.0259, -1.5030], [1.0449, -1.5819, -1.8511], [-6.5745, 4.3787, 0.6099], [-5.6010, 3.4088, -0.0452], [-4.4344, 3.1254, 0.9069], [-3.6486, 2.1101, 0.3377], [-2.2858, 2.1078, 0.7837], [-6.3483, 2.1917, -0.4247], [-6.0699, 5.2894, 0.9450], [-6.9984, 3.9462, 1.5232], [-7.4033, 4.6349, -0.0459], [-5.1707, 3.8958, -0.9222], [-4.7707, 2.9224, 1.9340], [-3.8737, 4.0706, 0.9757], [-2.1733, 2.6598, 1.7161], [-1.6890, 2.5598, -0.0103], [-1.9465, 1.0819, 0.9003], [-5.6612, 1.5704, -0.8439], [-6.6366, 1.7764, 0.4575], [0.3220, -2.5429, -5.1201], [-0.3064, -1.4909, -6.0198], [0.2137, -1.6139, -7.4472], [0.0332, -0.4285, -8.1972], [-0.9845, -0.5457, -9.1799], [-1.7623, -1.6777, -5.9660], [-0.0310, -2.5417, -4.0883], [1.4107, -2.5991, -5.1776], [-0.0108, -3.5463, -5.4311], [-0.0190, -0.5108, -5.6082], [-0.3176, -2.4628, -7.8965], [1.2699, -1.8973, -7.4361], [-1.2056, 0.4414, -9.5943], [-1.9114, -0.9301, -8.7570], [-0.5867, -1.1087, -10.0302], [-2.0474, -1.3921, -5.0266], [-2.1763, -0.9989, -6.5993], [2.6253, 5.9072, 3.4029], [3.5636, 5.0516, 2.5560], [3.8700, 3.7194, 3.2210], [4.7419, 3.9285, 4.2937], [4.8311, 2.8495, 5.1915], [2.9683, 4.8032, 1.2342], [2.4490, 6.8805, 2.9497], [3.0481, 6.0312, 4.4028], [1.6867, 5.3756, 3.5937], [4.4814, 5.6456, 2.4540], [4.3358, 3.0701, 2.4594], [2.9148, 3.2286, 3.4594], [5.4567, 2.0362, 4.7987], [3.8537, 2.4152, 5.4273], [5.3044, 3.2345, 6.0926], [3.7172, 4.5262, 0.5924], [2.7272, 5.7149, 0.8425], [5.5486, 1.3320, -0.1929], [5.6484, 2.3611, -1.2933], [5.2552, 1.8231, -2.6637], [3.8762, 1.4935, -2.6654], [3.3719, 1.3838, -3.9943], [4.8596, 3.5484, -0.9081], [4.5408, 1.0741, 0.1587], [5.9564, 1.7287, 0.7453], [6.0469, 0.3835, -0.3884], [6.7057, 2.6383, -1.3212], [5.8056, 0.9093, -2.9286], [5.4973, 2.5695, -3.4322], [3.8479, 0.5525, -4.5206], [3.4683, 2.3426, -4.5100], [2.3079, 1.1651, -3.9086], [5.1872, 4.2938, -1.5230], [3.9124, 3.3694, -1.2468], [-2.1135, 1.8087, -3.2216], [-2.7733, 0.4886, -2.8010], [-1.8853, -0.5716, -3.2330], [-1.8436, 1.8227, -4.2762], [-1.2531, 1.9600, -2.5730], [-2.8378, 2.6245, -3.1098], [-3.6948, 0.3038, -3.3481], [-2.8606, 0.4648, -1.7153], [-1.0359, -0.4374, -2.7659], [-0.1982, 3.3349, 6.3803], [0.3471, 2.3910, 5.3441], [-0.1996, 1.0980, 5.5824], [0.2174, 3.2282, 7.3840], [-1.2815, 3.3751, 6.5177], [0.0349, 4.3765, 6.1125], [1.4358, 2.3681, 5.4800], [0.1017, 2.6818, 4.3190], [0.4049, 0.4031, 5.2793], [-4.2829, -1.7546, -0.3351], [-5.4800, -1.4620, 0.5350], [-6.5335, -2.4132, 0.3251], [-3.4428, -1.1558, 0.0297], [-4.4887, -1.6711, -1.4013], [-3.9391, -2.7895, -0.2212], [-5.8866, -0.4709, 0.3191], [-5.2091, -1.5387, 1.5882], [-7.1544, -2.0750, -0.3236], [3.0146, -0.9072, 7.1307], [3.1452, -0.9075, 5.6012], [1.8743, -0.7811, 4.9792], [2.5505, -1.8362, 7.4559], [2.5167, -0.0103, 7.4955], [4.0216, -0.9160, 7.5646], [3.5869, -1.8892, 5.3877], [3.7727, -0.1156, 5.2026], [1.3109, -1.5187, 5.2707], [-2.7469, -4.1642, -3.6679], [-4.2218, -3.8569, -3.8974], [-4.9239, -5.0210, -4.2936], [-2.1921, -3.2428, -3.4679], [-2.2503, -4.6454, -4.5146], [-2.5955, -4.8142, -2.8032], [-4.3247, -3.0101, -4.5817], [-4.5949, -3.5015, -2.9369], [-4.5955, -5.2829, -5.1580], [1.2395, -3.9042, 3.7263], [-0.1178, -3.3863, 4.1353], [-0.0462, -2.7412, 5.4271], [1.7165, -4.3450, 4.6064], [1.8901, -3.1298, 3.3264], [1.0727, -4.7303, 3.0346], [-0.8440, -4.1992, 4.2151], [-0.4988, -2.6086, 3.4669], [-0.9415, -2.4363, 5.6520], [-0.1153, -6.2370, -1.8367], [0.7785, -6.6530, -2.9842], [0.9350, -5.5886, -3.9485], [-1.1052, -5.9356, -2.1788], [0.3500, -5.5001, -1.1832], [-0.3259, -7.0979, -1.1894], [0.3349, -7.4878, -3.5339], [1.7359, -7.0091, -2.6024], [0.3099, -5.7883, -4.6485], [3.6685, -2.9509, -0.8692], [3.2928, -3.6893, -2.1376], [1.9335, -3.3792, -2.4041], [4.6189, -3.2563, -0.4249], [2.9222, -3.1862, -0.1023], [3.6891, -1.8714, -1.0016], [3.5079, -4.7562, -2.0598], [3.8999, -3.2780, -2.9548], [1.5457, -4.0968, -2.9252], [-2.7265, -0.1401, 3.3333], [-3.3531, -0.6123, 4.6273], [-2.6119, -1.6871, 5.2131], [-1.6753, 0.1136, 3.4776], [-3.2937, 0.6904, 2.9180], [-2.7517, -0.9530, 2.5995], [-4.3658, -0.9774, 4.4274], [-3.4542, 0.1925, 5.3570], [-3.1555, -2.4624, 5.3671], [0.4921, 3.1392, -0.9081], [-0.1079, 4.3983, -0.2623], [0.0791, 4.3915, 1.1361], [1.5533, 3.1145, -0.6549], [0.3746, 3.1744, -1.9951], [0.0500, 2.2285, -0.5302], [-1.1605, 4.5343, -0.5102], [0.4136, 5.2702, -0.6863], [1.0307, 4.4252, 1.3297]], "atomic_forces_ev_per_a": [[0.394, 0.238, -0.048], [-0.438, -0.088, -0.217], [-0.853, 0.164, 0.125], [0.044, -0.025, 0.207], [0.587, -0.001, 0.673], [0.818, -0.019, -0.202], [0.209, 0.020, 0.357], [-0.250, -0.362, -0.054], [0.170, 0.012, -0.041], [0.093, 0.091, -0.127], [-0.013, -0.141, -0.135], [0.222, -0.032, 0.116], [-0.105, 0.065, -0.579], [-0.021, 0.085, 0.019], [-0.073, -0.281, -0.076], [-0.311, 0.205, 0.207], [-0.337, -0.039, -0.181], [0.126, 0.139, 0.460], [-0.553, -0.047, 0.664], [-0.014, 0.925, -0.617], [0.095, -0.306, 0.523], [-0.412, 0.049, -0.667], [0.643, 0.580, -0.067], [-0.012, 0.044, -0.217], [-0.034, -0.155, -0.113], [0.072, 0.014, -0.105], [-0.110, -0.292, -0.255], [-0.082, -0.449, -0.064], [0.190, -0.121, 0.026], [0.153, -0.025, 0.022], [-0.116, 0.020, 0.405], [-0.088, -0.018, 0.147], [-0.176, -0.214, 0.102], [-0.091, -0.245, -0.142], [-0.199, -1.367, -0.348], [0.238, -0.107, 0.671], [-0.169, -0.483, 0.398], [-0.344, 0.109, -0.058], [0.552, 0.618, -0.283], [0.069, 0.324, -0.241], [0.227, 0.670, 0.048], [0.000, 0.419, 0.260], [-0.027, 0.201, -0.375], [0.044, 0.068, -0.278], [-0.021, 0.083, -0.146], [0.098, 0.325, -0.017], [0.139, 0.114, 0.329], [-0.003, -0.382, -0.201], [-0.428, -0.467, 0.101], [-0.048, -0.055, -0.171], [-0.144, -0.014, 0.100], [0.008, -0.712, 0.538], [-0.115, 0.735, 0.195], [0.143, -0.099, -1.261], [-0.400, 0.066, 0.384], [0.261, -0.198, -0.045], [0.302, 0.555, -0.379], [-0.124, 0.025, 0.030], [0.208, 0.246, -0.149], [-0.156, 0.167, -0.389], [0.223, -0.360, 0.065], [0.083, -0.019, 0.117], [0.093, 0.071, 0.526], [-0.001, 0.066, -0.104], [-0.072, 0.184, 0.064], [-0.080, -0.082, 0.077], [-0.128, -0.568, 0.296], [-0.299, -0.013, 0.234], [-0.432, -0.489, 1.502], [-0.058, -0.388, 0.393], [0.013, -0.419, -0.013], [0.022, 0.408, -0.299], [-0.403, -0.060, 0.727], [0.219, 0.080, -0.956], [-0.220, 0.137, -0.757], [0.386, 0.117, -0.317], [0.161, 0.068, -0.289], [-0.053, 0.188, -0.252], [0.265, 0.124, 0.159], [-0.219, 0.094, -0.012], [0.133, 0.183, -0.196], [0.220, -0.133, -0.237], [-0.002, -0.062, 0.013], [-0.100, 0.164, 0.239], [-0.035, -0.082, 0.211], [-1.157, 0.054, 0.296], [1.723, -0.130, -1.200], [-0.622, 0.221, 0.459], [0.229, -0.314, 0.015], [0.057, 0.238, -0.227], [0.237, 0.106, 0.320], [-0.300, 0.111, 0.376], [-0.532, -0.034, 0.003], [0.193, -0.434, 0.083], [-0.294, 1.644, 0.338], [-0.136, -0.783, 0.496], [-0.248, -0.104, 0.074], [0.169, -0.491, -0.137], [-0.039, -0.587, -0.366], [0.196, -0.181, -0.160], [0.023, -0.019, -0.313], [0.070, 0.351, 0.077], [0.258, 0.277, 0.062], [0.474, -0.646, 0.359], [-0.660, -0.384, -0.475], [0.087, -0.147, 0.216], [-0.031, 0.319, -0.554], [0.114, 0.562, 0.011], [-0.297, -0.033, 0.256], [0.297, 0.133, 0.249], [-0.017, 0.148, 0.035], [0.071, 0.059, -0.059], [0.943, 0.397, -0.373], [-0.536, -0.666, 0.881], [0.190, 0.069, -0.270], [-0.396, 0.186, 0.075], [-0.283, -0.167, 0.060], [-0.044, 0.036, -0.011], [0.133, 0.184, -0.562], [0.086, 0.059, 0.098], [-0.247, -0.157, 0.028], [0.429, 0.236, 0.175], [1.094, 0.035, 0.394], [-0.416, 0.208, 0.074], [-0.091, 0.013, -0.021], [-0.221, 0.074, -0.193], [-0.324, 0.012, -0.046], [-0.107, -0.214, -0.319], [-0.495, -0.298, -0.039], [0.024, 0.028, -0.026], [-0.267, -0.377, 0.481], [-0.430, 0.869, 0.716], [0.411, -0.470, 0.053], [0.041, 0.062, -0.029], [-0.025, -0.039, -0.152], [0.304, 0.199, -0.322], [0.032, -0.043, -0.210], [-0.039, -0.388, -0.425], [0.249, 0.316, -0.236], [-0.281, -0.709, 0.484], [-0.641, -0.176, -0.291], [0.405, -0.395, 0.551], [0.267, 0.363, -0.057], [-0.106, 0.310, -0.260], [0.244, -0.086, -0.111], [0.008, -0.157, 0.267], [0.241, 0.360, -0.251], [0.020, 0.357, -0.123], [-0.122, -0.383, 0.798], [0.480, 1.050, -0.160], [0.017, -0.506, 0.214], [0.124, -0.029, -0.368], [-0.046, 0.121, -0.060], [-0.070, 0.082, -0.143], [-0.295, -0.104, 0.039], [0.088, -0.303, -0.067], [-0.119, 0.118, -0.307], [0.154, -0.626, 0.030], [-0.652, -0.207, -0.052], [0.452, -0.151, 0.120], [-0.088, 0.323, 0.083], [0.111, 0.152, 0.051], [-0.061, 0.014, -0.016], [-0.019, 0.108, -0.040], [0.262, 0.031, 0.002], [-0.327, 0.200, -0.108], [-0.026, 0.698, -0.128], [1.129, -0.057, -0.414], [-0.787, -0.013, 0.359], [0.070, -0.091, -0.094], [0.131, 0.038, 0.045], [0.016, -0.093, 0.025], [-0.099, -0.123, 0.299], [-0.112, 0.006, -0.080], [0.196, -0.063, -0.322]]}